Entry 1:
Formula: C2H3N2O3
Source: OMol25
Level of theory: ωB97M-V/def2-TZVPD

```
10
Properties=species:S:1:pos:R:3:forces:R:3
C -0.358 0.384 0.515 2.93 -4.32 -3.03
C 0.431 -0.330 -0.492 -0.19 1.96 0.61
N -0.854 1.479 0.420 -0.35 6.87 -3.76
N 0.746 -1.592 -0.150 -0.19 0.42 -1.41
O -1.589 2.284 0.979 -0.66 -0.12 1.10
O 0.279 -2.078 0.914 0.47 -0.74 0.14
O 1.428 -2.263 -0.976 0.04 -0.30 0.60
H -0.649 -0.337 1.174 -1.09 -1.23 2.75
H 0.800 0.197 -1.392 -0.12 -0.88 0.72
H -0.234 2.255 -0.993 -0.82 -1.66 2.29
```
Positions in Å, forces in eV/Å.

LUMO energy (alpha / beta), eV: 3.4 / 3.4
HOMO level (alpha / beta), hartree: -0.124 / -0.124
Net charge: -1
Energy relative to the best compared isomer or geometry (same formula, charge and spin), eV: 8.5108
Calculated total energy, eV: -11238.5304
Orbital gap (alpha / beta), eV: 6.8 / 6.8
F_max, eV Å⁻¹: 7.8

---

Entry 2:
Formula: C2H3N2O3
Source: OMol25
Level of theory: ωB97M-V/def2-TZVPD

```
10
Properties=species:S:1:pos:R:3:forces:R:3
C -0.555 0.449 0.049 2.53 6.32 -0.39
C 0.517 -0.388 0.043 -3.11 -2.28 -0.02
N -1.779 0.129 0.106 -2.07 -5.76 0.60
N 1.783 -0.019 0.140 2.33 1.49 -1.60
O -2.836 0.732 0.038 -0.42 1.85 -0.24
O 2.102 1.180 0.089 -0.56 1.28 0.78
O 2.686 -0.849 0.063 0.60 -1.95 0.38
H -0.428 1.564 -0.086 0.49 -0.81 0.10
H 0.206 -1.412 -0.198 0.86 -0.02 0.56
H -1.694 -1.386 -0.244 -0.65 -0.13 -0.17
```
Positions in Å, forces in eV/Å.

LUMO energy (alpha / beta), eV: 4.2 / 2.6
HOMO level (alpha / beta), hartree: -0.055 / -0.182
Net charge: -1
Multiplicity: 3
Energy relative to the best compared isomer or geometry (same formula, charge and spin), eV: 2.0808
Calculated total energy, eV: -11237.8234
Orbital gap (alpha / beta), eV: 5.7 / 7.5
F_max, eV Å⁻¹: 6.8

---

Entry 3:
Formula: C2H3N2O3
Source: OMol25
Level of theory: ωB97M-V/def2-TZVPD

```
10
Properties=species:S:1:pos:R:3:forces:R:3
C -1.331 1.374 0.980 -1.03 1.38 -2.04
C 0.512 -1.231 0.240 -2.26 -1.52 0.89
N -1.836 0.510 0.227 6.03 0.16 0.83
N -2.680 -0.328 -0.094 -6.93 -2.70 0.48
O -2.528 -1.651 -0.148 1.77 1.92 -0.55
O 1.112 -1.439 1.267 1.22 0.75 -0.58
O 0.932 -0.572 -0.855 0.81 -0.14 0.72
H -0.477 1.949 0.485 -0.10 -0.68 1.32
H -0.526 -1.653 0.181 0.53 0.63 -0.83
H 1.842 -0.318 -0.622 -0.04 0.20 -0.24
```
Positions in Å, forces in eV/Å.

LUMO energy (alpha / beta), eV: 3.6 / 3.4
HOMO level (alpha / beta), hartree: -0.021 / -0.120
Net charge: -1
Multiplicity: 3
Energy relative to the best compared isomer or geometry (same formula, charge and spin), eV: 0.5935
Calculated total energy, eV: -11239.3108
Orbital gap (alpha / beta), eV: 4.1 / 6.7
F_max, eV Å⁻¹: 7.5

---

Entry 4:
Formula: C2H3N2O4
Source: OMol25
Level of theory: ωB97M-V/def2-TZVPD

```
11
Properties=species:S:1:pos:R:3:forces:R:3
C -1.250 0.440 -1.152 -0.64 -2.22 -4.31
C 0.107 -0.158 -0.814 0.71 0.84 3.74
N 1.021 -0.521 -1.914 -0.91 -2.93 -1.44
N 0.541 -0.024 0.434 -1.68 -0.15 -0.41
O -1.845 1.185 -0.483 -0.33 1.02 1.65
O 1.734 0.397 -2.102 1.61 1.90 -0.28
O 0.912 -1.538 -2.599 -0.44 1.54 2.07
O 1.697 -0.571 0.794 1.13 -0.52 -0.11
H -1.625 0.043 -2.213 0.65 0.80 1.91
H -0.058 0.332 1.275 0.66 -0.44 -2.28
H 2.095 -0.209 1.624 -0.76 0.17 -0.55
```
Positions in Å, forces in eV/Å.

LUMO energy, eV: -7.4
HOMO level, hartree: -0.604
Net charge: +1
Calculated total energy, eV: -13277.8867
Orbital gap, eV: 9.1
SMILES string: O=C/C(=[NH+]/O)[N+](=O)[O-]
F_max, eV Å⁻¹: 4.9

---

Entry 5:
Formula: C2H3N2OPS
Source: OMol25
Level of theory: ωB97M-V/def2-TZVPD

```
10
Properties=species:S:1:pos:R:3:forces:R:3
C 1.294 -1.530 1.792 1.66 -0.77 3.03
C 1.580 -0.223 0.150 -0.03 -0.59 -1.76
N 0.612 -0.876 0.935 1.34 0.98 -1.08
N 2.880 -0.431 0.324 -2.10 1.80 -1.03
O 1.154 0.462 -0.949 0.22 0.05 1.08
P -0.435 0.259 -1.464 -0.89 0.10 0.11
S 3.037 -1.268 1.668 -1.10 -1.62 1.22
H 0.930 -2.061 2.709 -0.02 0.40 -1.28
H -0.836 1.607 -1.708 0.73 0.05 -0.34
H -1.154 0.452 -0.253 0.18 -0.40 0.04
```
Positions in Å, forces in eV/Å.

LUMO energy, eV: 0.5
HOMO level, hartree: -0.335
Energy relative to the best compared isomer or geometry (same formula, charge and spin), eV: 0.2106
Calculated total energy, eV: -27273.2862
Orbital gap, eV: 9.6
F_max, eV Å⁻¹: 3.5

---

Entry 6:
Formula: C2H3N2OS
Source: OMol25
Level of theory: ωB97M-V/def2-TZVPD

```
9
Properties=species:S:1:pos:R:3:forces:R:3
C 0.217 0.477 -0.750 0.22 0.89 -0.29
C -0.230 0.126 0.668 -1.23 3.64 0.14
N 1.242 -0.064 -1.264 -1.10 2.49 -1.50
N -0.934 -1.067 0.562 -3.80 -0.73 -0.48
O -2.160 -0.923 0.309 2.49 -0.33 0.71
S 2.335 -1.041 -0.613 1.07 -1.65 0.92
H -0.280 1.423 -1.168 0.53 -1.79 0.06
H 0.641 -0.020 1.248 1.14 -0.32 0.78
H -0.831 1.089 1.008 0.67 -2.20 -0.33
```
Positions in Å, forces in eV/Å.

LUMO energy, eV: 3.7
HOMO level, hartree: -0.087
Net charge: -1
Energy relative to the best compared isomer or geometry (same formula, charge and spin), eV: 2.7485
Calculated total energy, eV: -17982.7323
Orbital gap, eV: 6.1
SMILES string: O=NC/C=N\[S-]
F_max, eV Å⁻¹: 3.9